Formula: C55H53NO2RuS3Si
Source: OMol25
Level of theory: wB97M-V/def2-TZVPD

Last column: Löwdin charge in e.
Atoms and positions in Å:
1 Ru 0.884 2.264 -0.256  1.4205
2 C 0.045 -0.107 8.577  -0.0416
3 C 0.160 0.226 7.118  -0.2540
4 C -0.866 -0.187 6.273  -0.0182
5 C -0.749 -0.022 4.888  -0.0690
6 C 0.383 0.619 4.410  -0.3610
7 C 1.378 1.096 5.248  -0.0575
8 C 1.264 0.897 6.592  -0.0252
9 S 0.437 0.585 2.629  1.0514
10 O 0.959 1.853 1.985  -0.5987
11 C 1.749 -0.626 2.413  -0.3034
12 C 3.077 -0.189 2.537  -0.0560
13 C 4.095 -1.084 2.368  0.0101
14 C 3.820 -2.430 2.042  -0.1446
15 C 4.839 -3.363 1.800  -0.0221
16 C 4.576 -4.681 1.546  -0.0579
17 C 3.252 -5.121 1.496  -0.0612
18 C 2.226 -4.240 1.660  -0.0122
19 C 2.474 -2.877 1.931  -0.1009
20 C 1.432 -1.924 2.134  -0.1699
21 C 0.000 -2.306 2.002  -0.1675
22 C -0.652 -3.025 3.033  -0.1230
23 C 0.050 -3.485 4.164  -0.0065
24 C -0.561 -4.209 5.157  -0.0432
25 C -1.936 -4.450 5.042  -0.0597
26 C -2.663 -4.000 3.966  -0.0196
27 C -2.035 -3.302 2.914  -0.1525
28 C -2.758 -2.790 1.803  0.0073
29 C -2.125 -2.050 0.836  -0.0338
30 C -0.726 -1.864 0.924  -0.3059
31 S 0.081 -0.810 -0.267  1.0534
32 O -0.665 0.557 -0.203  -0.6130
33 C -0.272 -1.657 -1.815  -0.3648
34 C -1.466 -1.540 -2.503  -0.0686
35 C -1.634 -2.213 -3.704  -0.0119
36 C -0.602 -3.009 -4.207  -0.2546
37 C -0.715 -3.798 -5.480  -0.0348
38 C 0.599 -3.077 -3.508  -0.0290
39 C 0.786 -2.392 -2.321  -0.0730
40 H -0.998 -0.335 8.830  0.0828
41 H 0.377 0.710 9.220  0.0845
42 H 0.667 -0.972 8.830  0.0917
43 H -1.720 -0.680 6.685  0.1109
44 H -1.546 -0.365 4.217  0.1187
45 H 2.220 1.641 4.838  0.1187
46 H 2.023 1.312 7.264  0.1304
47 H 3.284 0.849 2.784  0.1029
48 H 5.119 -0.783 2.494  0.1205
49 H 5.869 -3.028 1.806  0.1188
50 H 5.368 -5.398 1.420  0.1092
51 H 3.019 -6.145 1.301  0.1058
52 H 1.196 -4.580 1.605  0.1233
53 H 1.107 -3.315 4.215  0.1176
54 H -0.022 -4.557 6.001  0.1027
55 H -2.479 -4.999 5.800  0.1103
56 H -3.729 -4.210 3.854  0.1225
57 H -3.826 -2.962 1.732  0.1222
58 H -2.700 -1.635 0.018  0.1092
59 H -2.246 -0.894 -2.121  0.0974
60 H -2.585 -2.132 -4.233  0.1204
61 H -0.930 -3.162 -6.363  0.0923
62 H -1.509 -4.555 -5.415  0.0924
63 H 0.227 -4.308 -5.643  0.0722
64 H 1.415 -3.651 -3.904  0.1148
65 H 1.715 -2.424 -1.790  0.1103
66 C -4.261 0.550 -5.589  -0.0568
67 C -3.529 1.471 -4.598  -0.5384
68 C -3.726 2.921 -5.085  -0.0270
69 C -4.189 1.337 -3.243  -0.0479
70 C -2.024 1.140 -4.575  -0.1676
71 C -1.386 0.570 -5.666  -0.0278
72 C -0.025 0.321 -5.700  -0.0615
73 C 0.727 0.681 -4.602  -0.4478
74 S 2.428 0.435 -4.307  1.1527
75 C 2.193 1.036 -2.709  -0.5312
76 N 0.980 1.429 -2.430  -0.0034
77 C 0.107 1.231 -3.493  -0.2884
78 C -1.260 1.482 -3.483  0.0190
79 C 3.305 1.202 -1.750  -0.2727
80 C 4.600 0.881 -2.083  -0.0573
81 C 5.631 1.178 -1.193  -0.0608
82 C 5.346 1.813 0.010  -0.0827
83 C 4.043 2.113 0.350  -0.1338
84 C 2.994 1.809 -0.519  -0.1744
85 H -5.339 0.691 -5.550  0.0875
86 H -4.106 -0.512 -5.386  0.0794
87 H -3.947 0.767 -6.605  0.0760
88 H -4.783 3.164 -5.230  0.0935
89 H -3.218 3.096 -6.029  0.0891
90 H -3.320 3.616 -4.337  0.0715
91 H -5.281 1.481 -3.326  0.1026
92 H -3.827 2.070 -2.536  0.0611
93 H -4.029 0.341 -2.842  0.0759
94 H -1.961 0.325 -6.570  0.1198
95 H 0.424 -0.128 -6.568  0.1148
96 H -1.682 1.896 -2.578  0.1042
97 H 4.829 0.378 -3.009  0.0922
98 H 6.643 0.915 -1.435  0.1031
99 H 6.139 2.083 0.674  0.1015
100 H 3.845 2.640 1.276  0.0937
101 C -0.927 6.902 -0.105  -0.1915
102 Si -1.174 5.069 -0.350  0.3972
103 C -2.129 4.744 -1.935  -0.1844
104 C -2.047 4.322 1.115  -0.1931
105 C 0.537 4.305 -0.512  -0.3800
106 H -1.862 7.414 0.200  0.0416
107 H -0.576 7.377 -1.020  0.0299
108 H -0.185 7.055 0.688  0.0322
109 H -2.297 5.688 -2.447  0.0314
110 H -3.124 4.252 -1.846  0.0364
111 H -1.544 4.137 -2.622  0.0006
112 H -2.824 4.946 1.571  0.0349
113 H -1.312 4.125 1.905  0.0222
114 H -2.473 3.354 0.836  0.0239
115 H 1.267 4.798 0.131  0.0031
116 H 0.871 4.400 -1.560  0.0066

Results
- HOMO (spin up / spin down) (eV) = -9.4 / -10.7
- charge = +1
- 2S+1 = 6
- maximum force (eV/A) = 1.39
- frontier orbital gap (spin up / spin down) (eV) = 6.89 / 7.58
- E_LUMO (spin up / spin down) (eV) = -2.518 / -3.095


Formula: C55H54N6O5PPdS3Se
Source: OMol25
Level of theory: wB97M-V/def2-TZVPD

Last column: Löwdin charge in e.
Atoms and positions in Å:
1 Pd 0.297 0.884 -1.575  0.8270
2 N 1.515 -0.740 -0.702  -0.2938
3 S 1.600 -1.886 0.169  0.7613
4 N 1.400 -1.696 1.830  -0.3536
5 S 0.043 -1.589 2.520  0.8590
6 N -1.091 -0.664 2.030  -0.3508
7 S -0.940 0.943 1.694  0.7456
8 N -0.322 1.432 0.479  -0.3748
9 C -0.142 1.640 3.139  -0.3012
10 C 1.243 1.725 3.049  -0.1095
11 C 1.946 2.361 4.058  -0.0631
12 C 1.268 2.904 5.143  -0.0626
13 C -0.113 2.805 5.226  -0.0587
14 C -0.832 2.171 4.220  -0.0495
15 C -2.665 1.345 1.886  -0.3114
16 C -3.508 0.704 2.787  -0.0847
17 C -4.833 1.104 2.863  -0.0626
18 C -5.300 2.123 2.041  -0.0616
19 C -4.450 2.744 1.138  -0.0555
20 C -3.119 2.358 1.057  -0.0470
21 C -0.804 -3.146 2.648  -0.3163
22 C -2.143 -3.266 2.322  -0.0532
23 C -2.762 -4.492 2.528  -0.0521
24 C -2.044 -5.559 3.046  -0.0564
25 C -0.695 -5.418 3.359  -0.0591
26 C -0.063 -4.205 3.160  -0.0714
27 C 0.477 -1.268 4.215  -0.3090
28 C 1.794 -1.081 4.592  -0.0604
29 C 2.072 -0.828 5.929  -0.0514
30 C 1.042 -0.765 6.854  -0.0530
31 C -0.277 -0.960 6.457  -0.0507
32 C -0.568 -1.213 5.130  -0.0573
33 C 0.544 -3.293 -0.135  -0.3243
34 C -0.650 -3.027 -0.785  -0.0541
35 C -1.507 -4.084 -1.063  -0.0485
36 C -1.169 -5.375 -0.681  -0.0596
37 C 0.027 -5.622 -0.015  -0.0649
38 C 0.896 -4.580 0.263  -0.0786
39 C 3.236 -2.597 0.193  -0.3214
40 C 3.642 -3.205 -0.989  -0.0686
41 C 4.946 -3.659 -1.101  -0.0612
42 C 5.836 -3.488 -0.048  -0.0696
43 C 5.427 -2.856 1.116  -0.0651
44 C 4.119 -2.406 1.245  -0.0600
45 H 1.751 1.307 2.186  0.1000
46 H 3.023 2.448 3.986  0.1149
47 H 1.818 3.418 5.920  0.1107
48 H -0.640 3.230 6.070  0.1119
49 H -1.910 2.113 4.273  0.1073
50 H -3.134 -0.100 3.406  0.0944
51 H -5.504 0.617 3.559  0.1101
52 H -6.338 2.425 2.099  0.1107
53 H -4.821 3.528 0.490  0.1092
54 H -2.439 2.811 0.345  0.0912
55 H -2.680 -2.417 1.920  0.1100
56 H -3.809 -4.610 2.281  0.1148
57 H -2.534 -6.511 3.204  0.1132
58 H -0.138 -6.253 3.764  0.1157
59 H 0.986 -4.075 3.402  0.1260
60 H 2.576 -1.129 3.850  0.0943
61 H 3.096 -0.680 6.245  0.1152
62 H 1.265 -0.560 7.893  0.1135
63 H -1.076 -0.919 7.185  0.1148
64 H -1.589 -1.381 4.807  0.1142
65 H -0.884 -2.019 -1.110  0.0800
66 H -2.432 -3.892 -1.591  0.1128
67 H -1.839 -6.196 -0.905  0.1113
68 H 0.288 -6.630 0.278  0.1141
69 H 1.831 -4.771 0.773  0.1207
70 H 2.946 -3.309 -1.814  0.1249
71 H 5.268 -4.141 -2.015  0.1119
72 H 6.853 -3.847 -0.139  0.1095
73 H 6.126 -2.711 1.930  0.1093
74 H 3.788 -1.909 2.142  0.0838
75 Se 1.734 3.582 -0.096  1.1718
76 N 2.134 2.229 -1.172  -0.2958
77 C 3.417 1.955 -0.996  -0.3708
78 C 4.110 0.886 -1.641  -0.0293
79 C 5.427 0.724 -1.367  -0.0627
80 C 6.127 1.595 -0.464  -0.0694
81 C 5.503 2.615 0.172  -0.0240
82 C 4.109 2.824 -0.078  -0.3823
83 N 3.378 3.784 0.479  -0.2162
84 H 3.566 0.223 -2.301  0.1077
85 H 5.971 -0.085 -1.837  0.1066
86 H 7.184 1.430 -0.294  0.1061
87 H 6.025 3.277 0.849  0.1149
88 C -1.756 6.469 -2.092  -0.0618
89 C -0.873 5.305 -1.711  -0.3155
90 O -1.606 4.091 -1.930  -0.2895
91 P -0.977 2.740 -2.567  0.7438
92 O -2.326 2.043 -3.008  -0.2757
93 C -3.337 2.656 -3.838  -0.2385
94 C -4.466 3.216 -3.000  -0.0683
95 O -0.355 3.382 -3.902  -0.2690
96 C 0.897 2.951 -4.490  -0.2755
97 C 1.258 3.950 -5.561  -0.0668
98 H -1.286 7.407 -1.792  0.0825
99 H -2.721 6.391 -1.589  0.0786
100 H -1.925 6.491 -3.169  0.0838
101 H -0.592 5.359 -0.659  0.0798
102 H 0.037 5.303 -2.315  0.0994
103 H -3.695 1.852 -4.479  0.1204
104 H -2.876 3.418 -4.468  0.1149
105 H -4.813 2.462 -2.292  0.0789
106 H -5.299 3.486 -3.651  0.0820
107 H -4.149 4.099 -2.447  0.0599
108 H 0.769 1.948 -4.893  0.1005
109 H 1.662 2.912 -3.713  0.0926
110 H 0.543 3.914 -6.383  0.0811
111 H 2.249 3.721 -5.955  0.0827
112 H 1.272 4.963 -5.158  0.0772
113 O 0.305 -0.016 -3.672  -0.0895
114 C -0.814 -0.558 -3.434  -0.6209
115 O -1.338 -0.484 -2.289  -0.1244
116 C -1.540 -1.284 -4.517  -0.1392
117 C -0.911 -1.550 -5.728  -0.0173
118 C -1.596 -2.221 -6.731  -0.0732
119 C -2.912 -2.618 -6.528  -0.0822
120 C -3.542 -2.349 -5.320  -0.0773
121 C -2.856 -1.685 -4.314  -0.0286
122 H 0.112 -1.228 -5.869  0.1154
123 H -1.105 -2.433 -7.672  0.1043
124 H -3.448 -3.135 -7.313  0.1039
125 H -4.569 -2.656 -5.164  0.1025
126 H -3.329 -1.462 -3.366  0.1154

Results
- HOMO (spin up / spin down) (eV) = -9.4 / -10.6
- ΔE to the lowest compared entry with this formula, charge and spin (kJ/mol) = 248.1
- charge = +1
- 2S+1 = 3
- maximum force (eV/A) = 0.52
- frontier orbital gap (spin up / spin down) (eV) = 6.82 / 7.96
- E_LUMO (spin up / spin down) (eV) = -2.599 / -2.648